DFT (ωB97M-V with the def2-TZVPD basis set) results for a cluster of 9 separate species, C75H143F2N7O7 in total at a distorted geometry.

Bonds (Å) are listed after each position.
CARTESIAN COORDINATES (ANGSTROEM)
1 C 18.34594 28.82090 15.90006  C2 1.602, H12 1.090, H13 1.090, H14 1.090
2 C 17.75225 27.33840 16.02169  C1 1.602, C3 1.513, C4 1.582, N10 1.456
3 C 17.83075 26.99124 17.49254  C2 1.513, H15 1.090, H16 1.090, H17 1.090
4 C 16.26506 27.55510 15.52728  C2 1.582, C5 1.561, H18 1.090, H19 1.090
5 C 15.51270 26.24128 15.14756  C4 1.561, C6 1.524, H20 1.090, H21 1.090
6 C 16.38653 25.35266 14.27042  C5 1.524, C7 1.579, H22 1.090, H23 1.090
7 C 17.81558 25.04684 14.86716  C6 1.579, C8 1.553, C9 1.542, N10 1.494
8 C 17.76780 24.13046 16.12020  C7 1.553, H24 1.090, H25 1.090, H26 1.090
9 C 18.55888 24.39468 13.68346  C7 1.542, H27 1.090, H28 1.090, H29 1.090
10 N 18.43804 26.36806 15.18104  C2 1.456, C7 1.494, O11 1.419
11 O 19.84389 26.35798 15.37238  N10 1.419, H30 0.960
12 H 17.79439 29.69978 16.23392  C1 1.090
13 H 19.35374 28.92748 16.30141  C1 1.090
14 H 18.58838 28.97282 14.84828  C1 1.090
15 H 17.39669 27.77616 18.11190  C3 1.090
16 H 17.27271 26.12738 17.85371  C3 1.090
17 H 18.86559 26.94688 17.83200  C3 1.090
18 H 15.66497 27.87014 16.38094  C4 1.090
19 H 16.16886 28.33062 14.76740  C4 1.090
20 H 15.25174 25.75276 16.08636  C5 1.090
21 H 14.60492 26.51950 14.61218  C5 1.090
22 H 16.50360 25.82278 13.29400  C6 1.090
23 H 15.86621 24.42134 14.04682  C6 1.090
24 H 18.62034 24.28620 16.78126  C8 1.090
25 H 17.82073 23.09360 15.78820  C8 1.090
26 H 16.89799 24.17760 16.77540  C8 1.090
27 H 18.89753 25.04122 12.87390  C9 1.090
28 H 18.07909 23.55322 13.18364  C9 1.090
29 H 19.44531 23.91476 14.09822  C9 1.090
30 H 20.09473 26.92128 14.63660  O11 0.960
31 C 12.54357 16.66478 17.34840  C32 1.549, H42 1.090, H43 1.090, H44 1.090
32 C 11.14769 16.82220 16.69641  C31 1.549, C33 1.532, C34 1.575, N40 1.478
33 C 11.30115 17.12874 15.20352  C32 1.532, H45 1.090, H46 1.090, H47 1.090
34 C 10.35354 15.46712 16.81636  C32 1.575, C35 1.533, H48 1.090, H49 1.090
35 C 9.90828 15.09756 18.23632  C34 1.533, C36 1.605, H50 1.090, H51 1.090
36 C 9.02516 16.30804 18.81078  C35 1.605, C37 1.535, H52 1.090, H53 1.090
37 C 9.68341 17.69227 18.73360  C36 1.535, C38 1.507, C39 1.549, N40 1.516
38 C 8.60445 18.72312 18.94504  C37 1.507, H54 1.090, H55 1.090, H56 1.090
39 C 10.67593 17.80873 19.91734  C37 1.549, H57 1.090, H58 1.090, H59 1.090
40 N 10.33374 17.85250 17.37400  C32 1.478, C37 1.516, O41 1.385
41 O 10.82943 19.12648 17.15152  N40 1.385, H60 0.960
42 H 12.61420 15.98316 18.19605  C31 1.090
43 H 13.29699 16.28428 16.65871  C31 1.090
44 H 12.79238 17.65682 17.72530  C31 1.090
45 H 11.76256 18.10772 15.07388  C33 1.090
46 H 11.91253 16.33354 14.77694  C33 1.090
47 H 10.37004 17.18456 14.63960  C33 1.090
48 H 9.56685 15.40960 16.06408  C34 1.090
49 H 11.04976 14.65756 16.59730  C34 1.090
50 H 9.23806 14.24042 18.17140  C35 1.090
51 H 10.68676 14.79800 18.93799  C35 1.090
52 H 8.71138 16.12549 19.83854  C36 1.090
53 H 8.13651 16.40678 18.18736  C36 1.090
54 H 7.98874 18.73820 18.04572  C38 1.090
55 H 9.00700 19.73130 19.04310  C38 1.090
56 H 7.96708 18.76369 19.82834  C38 1.090
57 H 11.45426 17.04828 19.98060  C39 1.090
58 H 10.25017 17.82444 20.92062  C39 1.090
59 H 11.19629 18.76646 19.92656  C39 1.090
60 H 10.18130 19.40608 16.50086  O41 0.960
61 C 17.53421 15.48602 15.36342  C62 1.563, H72 1.090, H73 1.090, H74 1.090
62 C 17.46430 13.92494 15.35658  C61 1.563, C63 1.522, C64 1.605, N70 1.482
63 C 17.78041 13.47080 16.77398  C62 1.522, H75 1.090, H76 1.090, H77 1.090
64 C 15.95670 13.58352 14.92640  C62 1.605, C65 1.568, H78 1.090, H79 1.090
65 C 15.68453 12.09362 14.52160  C64 1.568, C66 1.536, H80 1.090, H81 1.090
66 C 16.71643 11.72302 13.44594  C65 1.536, C67 1.566, H82 1.090, H83 1.090
67 C 18.21685 11.96558 13.82118  C66 1.566, C68 1.514, C69 1.580, N70 1.503
68 C 18.64747 10.85714 14.75780  C67 1.514, H84 1.090, H85 1.090, H86 1.090
69 C 19.00405 11.71354 12.47500  C67 1.580, H87 1.090, H88 1.090, H89 1.090
70 N 18.35866 13.37996 14.30852  C62 1.482, C67 1.503, O71 1.383
71 O 19.70306 13.62344 14.52494  N70 1.383, H90 0.960
72 H 18.43059 15.81636 15.88830  C61 1.090
73 H 17.49674 15.90828 14.35924  C61 1.090
74 H 16.58724 15.75836 15.82946  C61 1.090
75 H 17.35553 12.47792 16.92160  C63 1.090
76 H 18.85013 13.63258 16.90674  C63 1.090
77 H 17.20411 14.00944 17.52619  C63 1.090
78 H 15.19227 13.84838 15.65688  C64 1.090
79 H 15.67003 14.20774 14.08008  C64 1.090
80 H 15.78949 11.42316 15.37458  C65 1.090
81 H 14.66034 12.06776 14.14950  C65 1.090
82 H 16.52838 12.27420 12.52454  C66 1.090
83 H 16.64327 10.67892 13.14164  C66 1.090
84 H 18.01289 10.70740 15.63130  C68 1.090
85 H 19.64068 11.20438 15.04252  C68 1.090
86 H 18.89382 9.89992 14.29828  C68 1.090
87 H 20.06618 11.49068 12.57660  C69 1.090
88 H 18.95539 12.58196 11.81804  C69 1.090
89 H 18.60917 10.97738 11.77486  C69 1.090
90 H 20.03112 14.31276 13.94288  O71 0.960
91 C 11.26787 23.80816 9.80792  C92 1.571, H102 1.090, H103 1.090, H104 1.090
92 C 12.74917 23.28764 9.76972  C91 1.571, C93 1.522, C94 1.527, N100 1.486
93 C 13.40007 23.84780 8.51320  C92 1.522, H105 1.090, H106 1.090, H107 1.090
94 C 13.46208 23.87176 10.98722  C92 1.527, C95 1.506, H108 1.090, H109 1.090
95 C 13.17006 23.14328 12.27282  C94 1.506, C96 1.534, H110 1.090, H111 1.090
96 C 13.43265 21.63746 12.13924  C95 1.534, C97 1.540, H112 1.090, H113 1.090
97 C 12.62799 20.96764 11.00982  C96 1.540, C98 1.515, C99 1.584, N100 1.522
98 C 13.50038 19.76544 10.71024  C97 1.515, H114 1.090, H115 1.090, H116 1.090
99 C 11.21030 20.60321 11.61594  C97 1.584, H117 1.090, H118 1.090, H119 1.090
100 N 12.66484 21.80390 9.73892  C92 1.486, C97 1.522, O101 1.380
101 O 11.83085 21.30714 8.75806  N100 1.380, H120 0.960
102 H 10.71612 23.47738 10.68784  C91 1.090
103 H 11.19119 24.89544 9.81096  C91 1.090
104 H 10.64446 23.42852 8.99839  C91 1.090
105 H 14.33672 23.32048 8.33233  C93 1.090
106 H 12.79600 23.75176 7.61100  C93 1.090
107 H 13.66334 24.90144 8.60601  C93 1.090
108 H 14.53168 24.00036 10.82130  C94 1.090
109 H 13.15611 24.89532 11.20356  C94 1.090
110 H 13.85734 23.56502 13.00624  C95 1.090
111 H 12.12376 23.26410 12.55346  C95 1.090
112 H 13.15661 21.20354 13.10030  C96 1.090
113 H 14.51864 21.64398 12.04602  C96 1.090
114 H 14.39616 20.17540 10.24376  C98 1.090
115 H 13.07841 19.22376 9.86371  C98 1.090
116 H 13.61666 19.12240 11.58264  C98 1.090
117 H 10.62335 20.10750 10.84274  C99 1.090
118 H 10.67747 21.52172 11.86204  C99 1.090
119 H 11.30879 20.02960 12.53756  C99 1.090
120 H 12.43744 21.14830 8.03114  O101 0.960
121 C 12.36450 26.19660 20.49162  C122 1.570, H132 1.090, H133 1.090, H134 1.090
122 C 12.74829 25.31392 19.25082  C121 1.570, C123 1.565, C124 1.599, N130 1.512
123 C 12.63124 26.12136 17.91478  C122 1.565, H135 1.090, H136 1.090, H137 1.090
124 C 14.25032 24.79626 19.43252  C122 1.599, C125 1.542, H138 1.090, H139 1.090
125 C 14.60797 23.60068 18.52683  C124 1.542, C126 1.550, H140 1.090, H141 1.090
126 C 13.66820 22.38320 18.71567  C125 1.550, C127 1.546, H142 1.090, H143 1.090
127 C 12.18900 22.80990 18.57263  C126 1.546, C128 1.550, C129 1.533, N130 1.539
128 C 11.89241 22.83578 17.05116  C127 1.550, H144 1.090, H145 1.090, H146 1.090
129 C 11.35390 21.75914 19.31302  C127 1.533, H147 1.090, H148 1.090, H149 1.090
130 N 11.81883 24.12182 19.28638  C122 1.512, C127 1.539, O131 1.419
131 O 10.43283 24.41002 19.19061  N130 1.419, H150 0.960
132 H 12.39586 25.54588 21.36550  C121 1.090
133 H 13.00079 27.07248 20.61840  C121 1.090
134 H 11.35897 26.60730 20.40036  C121 1.090
135 H 11.60328 26.45044 17.76278  C123 1.090
136 H 13.37321 26.91342 17.81368  C123 1.090
137 H 12.73997 25.47258 17.04566  C123 1.090
138 H 14.98262 25.58826 19.27582  C124 1.090
139 H 14.33747 24.46494 20.46728  C124 1.090
140 H 14.71440 23.88052 17.47876  C125 1.090
141 H 15.64589 23.34952 18.74536  C125 1.090
142 H 13.85015 22.05466 19.73892  C126 1.090
143 H 14.00729 21.56536 18.07987  C126 1.090
144 H 10.94876 23.34986 16.86858  C128 1.090
145 H 11.84357 21.82114 16.65586  C128 1.090
146 H 12.60719 23.35688 16.41426  C128 1.090
147 H 11.63841 20.72374 19.12570  C129 1.090
148 H 10.41330 21.76180 18.76224  C129 1.090
149 H 11.28284 21.98368 20.37728  C129 1.090
150 H 10.12763 24.22206 20.08118  O131 0.960
151 C 20.07728 18.53652 15.02560  C152 1.488, H162 1.090, H163 1.090, H164 1.090
152 C 21.08054 18.24496 13.96608  C151 1.488, C153 1.546, C154 1.558, N160 1.472
153 C 21.64828 19.59517 13.47016  C152 1.546, H165 1.090, H166 1.090, H167 1.090
154 C 22.21487 17.54830 14.77644  C152 1.558, C155 1.579, H168 1.090, H169 1.090
155 C 23.26242 16.76442 13.89278  C154 1.579, C156 1.515, H170 1.090, H171 1.090
156 C 22.45398 15.82060 13.02566  C155 1.515, C157 1.564, H172 1.090, H173 1.090
157 C 21.36864 16.51592 12.13940  C156 1.564, C158 1.583, C159 1.561, N160 1.500
158 C 22.03284 17.31224 10.94276  C157 1.583, H174 1.090, H175 1.090, H176 1.090
159 C 20.42014 15.43056 11.53984  C157 1.561, H177 1.090, H178 1.090, H179 1.090
160 N 20.45985 17.42478 12.91292  C152 1.472, C157 1.500, O161 1.413
161 O 19.56469 18.13900 12.08536  N160 1.413, H180 0.960
162 H 20.54162 18.81162 15.97260  C151 1.090
163 H 19.33741 19.27373 14.71382  C151 1.090
164 H 19.53676 17.62483 15.28002  C151 1.090
165 H 20.84327 20.24900 13.13466  C153 1.090
166 H 22.23696 20.05494 14.26400  C153 1.090
167 H 22.22097 19.38686 12.56642  C153 1.090
168 H 22.85306 18.17529 15.39908  C154 1.090
169 H 21.83679 16.84104 15.51466  C154 1.090
170 H 23.83492 17.46761 13.28790  C155 1.090
171 H 23.90124 16.18166 14.55640  C155 1.090
172 H 21.99711 15.04658 13.64232  C156 1.090
173 H 23.10618 15.20822 12.40298  C156 1.090
174 H 22.07959 16.83872 9.96210  C158 1.090
175 H 23.04693 17.64898 11.15798  C158 1.090
176 H 21.48554 18.17550 10.56414  C158 1.090
177 H 19.75142 14.85936 12.18376  C159 1.090
178 H 20.98021 14.57132 11.17086  C159 1.090
179 H 19.77971 15.75160 10.71834  C159 1.090
180 H 18.78765 17.57804 12.02932  O161 0.960
181 C 21.38448 21.79664 9.94368  C182 1.552, H192 1.090, H193 1.090, H194 1.090
182 C 19.97334 21.83860 9.29970  C181 1.552, C183 1.541, C184 1.564, N190 1.462
183 C 20.14032 21.25788 7.88158  C182 1.541, H195 1.090, H196 1.090, H197 1.090
184 C 18.96543 20.96392 10.11436  C182 1.564, C185 1.515, H198 1.090, H199 1.090
185 C 17.48579 21.19436 9.88503  C184 1.515, C186 1.505, H200 1.090, H201 1.090
186 C 17.24894 22.67630 9.99822  C185 1.505, C187 1.542, H202 1.090, H203 1.090
187 C 18.15451 23.64256 9.20852  C186 1.542, C188 1.517, C189 1.544, N190 1.460
188 C 17.79771 23.56872 7.73602  C187 1.517, H204 1.090, H205 1.090, H206 1.090
189 C 17.89209 25.03470 9.82228  C187 1.544, H207 1.090, H208 1.090, H209 1.090
190 N 19.53884 23.22918 9.41912  C182 1.462, C187 1.460, O191 1.434
191 O 20.41865 24.13582 8.74157  N190 1.434, H210 0.960
192 H 21.28668 22.19528 10.95344  C181 1.090
193 H 21.78664 20.78737 10.03158  C181 1.090
194 H 22.12421 22.25914 9.29022  C181 1.090
195 H 20.62003 20.28854 8.01711  C183 1.090
196 H 19.20741 21.22992 7.31856  C183 1.090
197 H 20.71327 21.92810 7.24076  C183 1.090
198 H 19.20935 19.90286 10.06184  C184 1.090
199 H 19.15428 21.26924 11.14354  C184 1.090
200 H 17.28281 20.95780 8.84054  C185 1.090
201 H 16.84664 20.53816 10.47578  C185 1.090
202 H 17.12716 22.89610 11.05886  C186 1.090
203 H 16.23531 22.93044 9.68828  C186 1.090
204 H 16.92452 24.17372 7.49186  C188 1.090
205 H 17.62295 22.55148 7.38562  C188 1.090
206 H 18.64115 23.88416 7.12184  C188 1.090
207 H 16.83713 25.30882 9.81812  C189 1.090
208 H 18.53428 25.81570 9.41518  C189 1.090
209 H 18.19956 25.03840 10.86800  C189 1.090
210 H 20.73718 24.59790 9.52044  O191 0.960
211 F 16.86418 18.36462 9.05817  C212 1.326
212 C 16.41230 17.28746 9.68652  F211 1.326, C213 1.386, C217 1.416
213 C 16.14534 17.30306 11.04674  C212 1.386, C214 1.394, H218 1.080
214 C 15.69639 16.17913 11.73790  C213 1.394, C215 1.390, H219 1.080
215 C 15.59933 14.95674 11.08246  C214 1.390, C216 1.400, H220 1.080
216 C 15.85563 14.93362 9.70678  C215 1.400, C217 1.421, H221 1.080
217 C 16.15414 16.10226 8.95630  C212 1.416, C216 1.421, H222 1.080
218 H 16.17768 18.26293 11.54070  C213 1.080
219 H 15.49802 16.32872 12.78894  C214 1.080
220 H 15.23282 14.07176 11.58136  C215 1.080
221 H 15.77690 13.98652 9.19377  C216 1.080
222 H 16.18021 16.10916 7.87664  C217 1.080
223 F 17.32759 18.13757 14.06018  C224 1.365
224 C 16.48471 19.11526 14.50410  F223 1.365, C225 1.363, C229 1.378
225 C 15.39279 18.72658 15.22084  C224 1.363, C226 1.369, H230 1.080
226 C 14.46202 19.61560 15.68616  C225 1.369, C227 1.402, H231 1.080
227 C 14.70217 20.95694 15.35694  C226 1.402, C228 1.381, H232 1.080
228 C 15.80011 21.36106 14.62402  C227 1.381, C229 1.378, H233 1.080
229 C 16.69567 20.42866 14.14618  C224 1.378, C228 1.378, H234 1.080
230 H 15.37298 17.68701 15.51290  C225 1.080
231 H 13.60824 19.39004 16.30794  C226 1.080
232 H 14.08415 21.75596 15.73910  C227 1.080
233 H 15.87403 22.39718 14.32838  C228 1.080
234 H 17.54078 20.68732 13.52546  C229 1.080

## Properties
**Highest occupied orbital energy**: -8.1 eV
**Orbital gap**: 8.6 eV
**LUMO level**: 0.45 eV
**SMILES**: CC1(C)CCCC(C)(C)N1O.CC1(C)CCCC(C)(C)N1O.CC1(C)CCCC(C)(C)N1O.CC1(C)CCCC(C)(C)N1O.CC1(C)CCCC(C)(C)N1O.CC1(C)CCCC(C)(C)N1O.CC1(C)CCCC(C)(C)N1O.Fc1ccccc1.Fc1ccccc1

Mulliken population analysis, charges in e, atoms 1 to 2: number 1, C, carries -2.06; number 2, C, carries 1.81